1.
The following is a quantum chemistry calculation of C30H21N3O2PtS as an isolated structure at a distorted geometry, from the Open Molecules 2025 dataset.

XYZ file:
```
58
Properties=species:S:1:pos:R:3
Pt -0.08796 -0.06070 -0.32270
O -1.86115 -0.87953 -1.80466
S -1.52327 -2.30235 -1.79223
O -0.88578 -2.90440 -2.91673
N -0.43031 -2.20348 -0.51269
C 0.40337 -3.09952 -0.04810
C 0.40042 -4.49563 -0.32892
C 1.34294 -5.31582 0.25385
C 2.29774 -4.79813 1.12423
C 2.34473 -3.40396 1.43770
C 3.28985 -2.84311 2.31651
C 3.25441 -1.49558 2.56186
C 2.28772 -0.71322 1.91937
N 1.39326 -1.21981 1.08665
C 1.41385 -2.55043 0.85156
C -2.88208 -3.22577 -1.27969
C -3.16109 -4.42807 -1.92774
C -4.26171 -5.15440 -1.50071
C -5.04394 -4.68490 -0.45373
C -4.74952 -3.48047 0.17993
C -3.66359 -2.73380 -0.23288
H -0.34566 -4.89853 -1.00064
H 1.33740 -6.37524 0.03709
H 3.02269 -5.45972 1.58181
H 4.02940 -3.47589 2.79164
H 3.95595 -1.02828 3.23815
H 2.23740 0.35553 2.08875
H -2.54974 -4.76288 -2.75442
H -4.51433 -6.08344 -1.99328
H -5.90332 -5.25800 -0.13132
H -5.37690 -3.12057 0.98375
H -3.43982 -1.77983 0.22652
C -0.11954 3.49606 1.96863
C 0.89606 4.24382 1.33307
C 1.65089 3.71441 0.28765
C 1.40627 2.42675 -0.14491
C 0.33708 1.68378 0.44463
C -0.37448 2.21905 1.55841
C 2.13810 1.77281 -1.23591
C 3.14308 2.44084 -1.95606
C 3.75163 1.80115 -2.99240
C 3.38547 0.48177 -3.31083
C 3.99724 -0.22497 -4.37552
C 3.62458 -1.50419 -4.65152
C 2.62527 -2.13092 -3.86935
C 2.02270 -1.47597 -2.83746
C 2.38050 -0.14639 -2.53885
N 1.76915 0.52844 -1.50992
H -0.69152 3.93786 2.77340
H 1.10669 5.24937 1.67373
H 2.41889 4.32467 -0.16477
H -1.14449 1.63481 2.04393
H 3.41511 3.45365 -1.70431
H 4.51442 2.30170 -3.57585
H 4.76052 0.27125 -4.96117
H 4.08596 -2.04187 -5.46835
H 2.32669 -3.14492 -4.10140
H 1.25119 -1.95760 -2.26575
```

The spin multiplicity is 5. The LUMO energy (alpha / beta) is -0.236 / -0.333 Eh. For the highest occupied orbital energy (alpha / beta), the calculation gives -13.90 / -14.22 eV. As for the charge: +2.

These are the natural (NBO) partial charges, in e, on atoms 1 to 4:
1. Pt 1.175
2. O -0.934
3. S 2.296
4. O -0.891



2.
The following is a quantum chemistry calculation of C30H22AsBrN2PdSbSe4 as an isolated structure, from the Open Molecules 2025 dataset.

XYZ file:
```
62
Properties=species:S:1:pos:R:3
Pd -0.59763 1.96517 -1.14395
Br -6.48359 -2.54822 -0.31651
C -4.87657 -1.71766 -0.84671
C -4.72046 -0.34989 -0.67530
C -3.52375 0.24351 -1.03217
C -2.49462 -0.52189 -1.56926
C -2.66043 -1.89204 -1.73624
C -3.85514 -2.48945 -1.37746
N -1.29486 0.14893 -1.92834
C -0.49248 -0.33957 -2.79614
C 0.70536 0.40105 -3.18759
C 1.65557 -0.14481 -4.03141
C 2.75971 0.62220 -4.37673
C 2.86701 1.90410 -3.87199
C 1.87356 2.38177 -3.02646
N 0.81865 1.65130 -2.69429
H -5.52393 0.24369 -0.26248
H -3.38809 1.30960 -0.90829
H -1.85381 -2.51287 -2.10114
H -3.98443 -3.55701 -1.48817
H -0.69755 -1.28087 -3.29828
H 1.53094 -1.15240 -4.40390
H 3.52037 0.22204 -5.03298
H 3.70333 2.54059 -4.12334
H 1.91210 3.38364 -2.61761
Se -4.13133 4.57242 3.45079
Sb -2.53771 5.64782 1.80254
Se -0.05932 4.19399 -0.48040
Se -2.24089 3.69622 0.10562
Se -5.04512 5.78972 1.58201
C 2.33202 1.59821 5.17069
C 1.46454 0.52304 5.04268
C 0.88636 0.23228 3.81490
C 1.18019 1.02787 2.71403
C 2.03590 2.11798 2.84490
C 2.61813 2.39643 4.07231
As 0.45080 0.67642 0.95355
C 1.85123 -0.31404 0.06093
C 3.02631 0.18867 -0.47391
C 3.89533 -0.66853 -1.13556
C 3.57739 -2.01555 -1.26759
C 2.40168 -2.52026 -0.73040
C 1.53012 -1.67203 -0.05384
C 0.26769 -2.06775 0.60478
C -0.23534 -3.36307 0.69308
C -1.42987 -3.59327 1.35685
C -2.14517 -2.53990 1.91651
C -1.65648 -1.24399 1.82833
C -0.44470 -1.01651 1.19185
H 2.78301 1.81706 6.12948
H 1.23934 -0.09711 5.90037
H 0.22094 -0.61545 3.71991
H 2.24152 2.75728 1.99306
H 3.28875 3.23965 4.17278
H 3.27237 1.24000 -0.37237
H 4.82439 -0.29005 -1.54223
H 4.26060 -2.68115 -1.77901
H 2.17928 -3.57588 -0.82501
H 0.30777 -4.19505 0.26193
H -1.81309 -4.60258 1.43540
H -3.08276 -2.73090 2.42259
H -2.21314 -0.42286 2.26523
```

The LUMO energy (alpha / beta) is -0.157 / -0.157 Eh. For the highest occupied orbital energy (alpha / beta), the calculation gives -10.22 / -10.22 eV. As for the charge: +1.

These are the natural (NBO) partial charges, in e, on atoms 1 to 4:
1. Pd 0.612
2. Br 0.103
3. C -0.077
4. C -0.215



3.
The following is a quantum chemistry calculation of C30H22HfNOP as an isolated structure, from the Open Molecules 2025 dataset.

XYZ file:
```
56
Properties=species:S:1:pos:R:3
Hf -1.17663 -0.72403 -0.05860
O -2.91126 0.99579 0.98326
C -1.74810 1.24474 0.69043
C -0.93078 2.45027 0.91872
C -1.40394 3.59482 1.54041
C -0.53902 4.66561 1.73825
C 0.77908 4.57388 1.31277
C 1.26025 3.42774 0.67667
C 0.39956 2.36035 0.47356
P 0.95816 0.85739 -0.42986
C 0.04246 0.94495 -1.99290
C -0.25172 2.15422 -2.62616
C -1.00517 2.15609 -3.78877
C -1.52294 0.97202 -4.31475
C -1.27476 -0.23799 -3.69081
C -0.49240 -0.23372 -2.53764
C 2.70743 0.92675 -0.72223
C 3.21065 1.25418 -1.98065
C 4.58470 1.33268 -2.16645
C 5.44219 1.09510 -1.10214
C 4.93970 0.76298 0.15251
C 3.57125 0.67005 0.34466
H -2.43481 3.64017 1.87166
H -0.88361 5.56866 2.22531
H 1.45043 5.40808 1.47144
H 2.29195 3.38758 0.34867
H 0.11002 3.08693 -2.21029
H -1.20633 3.09291 -4.29330
H -2.12728 0.99764 -5.21249
H -1.66192 -1.16652 -4.08822
H -0.19873 -1.22691 -2.15063
H 2.54808 1.45072 -2.81404
H 4.98047 1.58516 -3.14144
H 6.51203 1.16955 -1.25094
H 5.61705 0.57401 0.97515
H 3.19058 0.40643 1.32564
C 0.18514 -1.36894 4.11224
C -0.29649 -2.65444 4.35858
C -0.98088 -3.34512 3.37992
C -1.20842 -2.75509 2.14814
N -0.71729 -1.49831 1.91376
C -0.03342 -0.82773 2.88106
C -1.97481 -3.37330 1.03337
C -2.32610 -4.71494 1.08148
C -3.08819 -5.26611 0.05950
C -3.49311 -4.48467 -1.01331
C -3.11683 -3.14868 -1.07162
C -2.35360 -2.56149 -0.05870
H 0.71594 -0.80326 4.86441
H -0.14224 -3.11230 5.32770
H -1.36719 -4.33098 3.58773
H 0.31843 0.16215 2.62422
H -2.02439 -5.34815 1.90595
H -3.37226 -6.30921 0.11083
H -4.10267 -4.91397 -1.79892
H -3.44825 -2.56374 -1.92314
```

The LUMO energy is -0.260 Eh. For the highest occupied orbital energy, the calculation gives -14.28 eV. The energy above the lowest of the compared OMol25 structures with the same formula, charge and spin comes out at 16.3 kcal per mole. As for the charge: +2.

These are the natural (NBO) partial charges, in e, on atoms 1 to 4:
1. Hf 2.302
2. O -0.479
3. C 0.038
4. C -0.126



4.
The following is a quantum chemistry calculation of C30H22N8O3ReS2 as an isolated structure at a distorted geometry, from the Open Molecules 2025 dataset.

XYZ file:
```
66
Properties=species:S:1:pos:R:3
Re 0.66842 -0.62493 0.06885
N -0.54144 0.45927 4.52496
C 0.02883 0.95612 3.38296
S 1.48427 1.80058 3.48432
N -0.65863 0.61841 2.28576
N -0.08413 0.97994 1.09944
C 0.00413 2.19281 0.66555
C -0.55450 3.37482 1.34794
C -1.91570 3.43207 1.62694
C -2.44771 4.54857 2.25010
C -1.62176 5.60481 2.60606
C -0.26170 5.54500 2.33908
C 0.27377 4.43194 1.71327
C 0.68248 2.28000 -0.62888
C 0.86557 3.46734 -1.32841
C 1.54969 3.44925 -2.52698
C 2.03108 2.23652 -3.00101
C 1.79278 1.09055 -2.27144
N 1.12815 1.09260 -1.10636
H -0.23101 0.87667 5.38464
H -1.50461 0.16941 4.46508
H -2.55487 2.59748 1.36863
H -3.50710 4.59306 2.46237
H -2.03640 6.47045 3.10389
H 0.38601 6.35982 2.63160
H 1.34037 4.36202 1.54504
H 0.46950 4.38381 -0.91823
H 1.70868 4.36289 -3.08201
H 2.57898 2.17017 -3.92918
H 2.14590 0.13000 -2.61761
O -0.08592 -4.91517 -5.60450
N -0.90837 -4.02353 -5.57423
O -1.67163 -3.73775 -6.46750
C -0.93277 -3.16636 -4.37077
C -2.12019 -2.59798 -4.07109
C -2.26887 -1.80097 -2.89339
C -3.48917 -1.23696 -2.48662
C -3.52474 -0.52199 -1.31476
C -2.35324 -0.34734 -0.57390
N -1.18338 -0.84476 -0.95861
C -1.14619 -1.58608 -2.09270
C 0.10880 -2.18839 -2.42447
N 1.13127 -1.94161 -1.56255
C 2.31539 -2.49503 -1.80149
C 2.54347 -3.29283 -2.91965
C 1.52263 -3.54843 -3.80455
C 0.24911 -3.00156 -3.55991
H -2.96639 -2.76169 -4.72317
H -4.37895 -1.38201 -3.08392
H -4.44300 -0.08472 -0.95097
H -2.35203 0.19471 0.36359
H 3.08998 -2.28919 -1.07486
H 3.52683 -3.71081 -3.07603
H 1.68916 -4.17238 -4.66736
O 0.15503 -2.16071 1.24988
N 0.78559 -2.24775 2.44008
C 0.17161 -2.98066 3.39440
C 0.74840 -3.11310 4.62335
C 1.97406 -2.47774 4.87011
C 2.57656 -1.74968 3.87857
C 1.96864 -1.63003 2.62213
S 2.63543 -0.72977 1.30853
H -0.77242 -3.40624 3.09266
H 0.24321 -3.68651 5.38500
H 2.43739 -2.55229 5.84336
H 3.50563 -1.22414 4.03894
```

The LUMO energy (alpha / beta) is -0.150 / -0.150 Eh. For the highest occupied orbital energy (alpha / beta), the calculation gives -9.56 / -9.56 eV. The energy above the lowest of the compared OMol25 structures with the same formula, charge and spin comes out at 40.0 kcal per mole. As for the charge: +1.

These are the natural (NBO) partial charges, in e, on atoms 1 to 4:
1. Re 0.998
2. N -0.816
3. C 0.236
4. S -0.347